1.
A cluster of 3 separate species, C2H5FO in total in a non-equilibrium geometry, computed with ωB97M-V/def2-TZVPD.

```
9
Properties=species:S:1:pos:R:3:forces:R:3:lowdin_charge:R:1
C -0.232 0.503 0.903 1.6577 -3.0362 0.2995 0.017
C 0.770 0.736 -0.159 1.0892 -2.9700 7.1131 -0.583
O 0.886 1.609 -0.838 0.7734 5.2852 -5.8402 0.233
F 1.791 -0.201 0.028 -0.5693 0.0128 -0.7011 0.030
H 0.157 0.134 1.892 -0.0091 -0.4539 -1.5664 0.119
H -0.998 1.103 1.192 -1.7128 2.9792 -0.1874 0.050
H -0.692 -0.201 0.232 -1.2328 -1.8200 0.9192 0.045
H -0.856 -1.412 -1.874 0.1257 -3.8819 2.2031 0.037
H -0.826 -2.270 -1.376 -0.1220 3.8848 -2.2398 0.051
```
Positions in Å, forces in eV/Å.

Values from the calculation:
electronic energy: -6917.6035 eV
highest occupied orbital energy: -11.4 eV
orbital gap: 12.36 eV
ΔE to the lowest compared entry with this formula, charge and spin: 193.6 kJ/mol
total charge: 0



2.
A structure of composition C7H14OPRu in a non-equilibrium geometry, computed with ωB97M-V/def2-TZVPD.

```
24
Properties=species:S:1:pos:R:3:forces:R:3:mulliken_spin:R:1
C 0.204 -0.370 -2.091 1.6624 -1.5264 0.6161 0.072
C -0.709 -0.983 -3.041 0.8818 0.4878 0.8695 0.416
C -0.090 -2.164 -3.506 1.8355 -1.1272 0.2350 -0.006
C 1.142 -2.376 -2.817 -2.2412 -0.1542 -1.5485 0.293
C 1.322 -1.272 -1.925 -2.2015 2.6813 0.3400 0.300
Ru 0.422 1.037 0.302 1.0747 -1.5094 -0.7609 2.872
P -0.183 3.058 -0.143 -0.9239 2.2319 -0.5559 -0.007
H 0.134 0.637 -1.635 -0.2662 -0.3932 -0.8577 -0.051
H -1.712 -0.637 -3.289 0.4084 -0.0116 -0.0893 0.023
H -0.464 -2.772 -4.326 0.0205 0.0008 0.4172 0.002
H 2.123 -1.108 -1.213 0.0981 -0.1330 -0.2406 0.016
H 1.831 -3.207 -2.927 -0.2306 0.1682 -0.1047 0.008
H -1.288 3.310 0.748 0.4259 0.2758 -0.6007 0.006
H -0.796 3.260 -1.425 0.2928 0.3618 0.6457 0.001
H 0.620 4.223 0.045 -0.5284 -0.2837 -0.1760 0.001
C -0.361 -0.190 3.956 -0.2579 0.4179 -0.2144 0.035
C -0.235 0.416 2.547 0.0455 -1.2519 1.9163 0.019
O 0.338 -0.624 1.688 -0.1580 0.1248 -0.0724 0.011
H -1.224 -0.861 3.978 0.1474 -0.0033 0.0545 0.003
H -0.527 0.595 4.693 -0.0369 -0.0193 0.0014 -0.005
H 0.540 -0.744 4.230 -0.1020 0.1644 -0.1810 0.000
H -1.217 0.756 2.186 0.1564 -0.0784 -0.0306 -0.007
H 0.485 1.256 2.550 -0.1366 -0.2896 0.1301 -0.007
H -0.355 -1.242 1.415 0.0337 -0.1336 0.2069 0.005
```
Positions in Å, forces in eV/Å.

Values from the calculation:
multiplicity: 5
electronic energy: -21391.7007 eV
highest occupied orbital energy (spin up / spin down): -11.5 / -11.6 eV
⟨S²⟩: 6.027
orbital gap (spin up / spin down): 8.58 / 6.39 eV
ΔE to the lowest compared entry with this formula, charge and spin: 160.4 kJ/mol
total charge: +1



3.
A structure of composition C30H29NP2V in a non-equilibrium geometry, computed with ωB97M-V/def2-TZVPD.

```
63
Properties=species:S:1:pos:R:3:forces:R:3:mulliken_spin:R:1
V 1.706 -0.009 1.300 1.6996 0.2222 3.1889 2.360
C 2.648 -0.725 3.588 0.8740 -0.4941 -0.5771 0.005
C 1.312 -1.131 3.596 1.1079 -0.5190 0.1635 -0.016
C 0.515 0.017 3.592 -0.3565 0.8403 0.0422 -0.069
C 1.367 1.128 3.590 -0.1552 0.7504 -0.4823 0.004
C 2.688 0.668 3.597 0.7594 0.4358 -0.7295 -0.027
H 3.502 -1.374 3.554 0.1787 -0.1774 0.1455 0.002
H 0.973 -2.155 3.584 0.3903 0.0243 0.4626 0.007
H -0.565 0.033 3.580 0.0951 0.2206 0.0924 0.014
H 1.070 2.164 3.574 -0.0381 -0.1193 0.1794 0.005
H 3.584 1.270 3.605 -0.0456 0.0368 0.0108 0.001
C -0.847 0.008 -1.894 -0.7680 0.1299 -0.4179 0.008
N 0.192 -0.011 -0.860 0.5792 0.0134 0.0445 0.006
P 0.807 1.527 -0.258 -1.4775 -0.4869 -1.0488 -0.133
C 0.570 2.626 -1.694 0.6270 0.5292 -0.4764 0.006
C 1.555 2.623 -2.698 0.0249 0.0456 -0.0776 0.000
C 1.444 3.448 -3.821 -0.0815 -0.2412 0.2826 0.001
C 0.347 4.292 -3.960 -0.0216 -0.0639 0.1268 -0.002
C -0.638 4.311 -2.977 0.1802 -0.3008 0.1770 0.001
C -0.527 3.486 -1.853 -0.1264 0.0246 0.0980 -0.003
C -0.448 2.061 0.953 -0.7329 0.6138 0.3040 0.035
C -1.657 1.401 1.208 -0.1394 -0.0221 -0.0002 0.016
C -2.555 1.873 2.172 0.2858 -0.0097 -0.0911 -0.005
C -2.257 3.016 2.906 -0.0336 -0.1477 -0.0574 0.006
C -1.061 3.688 2.678 0.3087 -0.1591 -0.4208 -0.005
C -0.166 3.213 1.714 -0.2730 0.1896 0.0216 0.001
P 0.804 -1.549 -0.262 -1.3737 0.7289 -0.6665 -0.102
C -0.685 -2.157 0.601 -0.4584 -0.8273 0.3089 -0.032
C -1.762 -2.803 -0.024 -0.2502 -0.0866 -0.0351 0.007
C -2.877 -3.222 0.709 0.3053 0.2053 -0.1568 0.000
C -2.935 -3.002 2.082 0.0775 0.0368 0.0333 0.001
C -1.878 -2.365 2.724 0.0897 0.1056 -0.4230 -0.007
C -0.763 -1.949 1.990 -0.6635 -0.3127 -0.6490 0.081
C 1.020 -2.582 -1.742 0.5550 -0.5880 -0.3560 0.036
C 1.438 -2.049 -2.971 0.0403 0.0999 -0.1076 -0.004
C 1.647 -2.870 -4.084 -0.0807 0.1085 0.4006 0.000
C 1.472 -4.247 -3.981 -0.0118 0.0897 0.0777 -0.002
C 1.102 -4.804 -2.761 0.0059 0.3465 0.2287 0.001
C 0.891 -3.980 -1.652 -0.0839 -0.0885 0.0945 -0.004
H -0.436 0.312 -2.864 0.0148 0.0684 0.2040 -0.001
H -1.667 0.690 -1.646 0.2191 0.0254 0.0529 0.001
H -1.321 -0.963 -2.062 0.3130 -0.0414 0.3255 0.000
H 2.423 1.972 -2.612 -0.1025 0.0965 0.0698 -0.002
H 2.218 3.430 -4.584 -0.1112 -0.0236 0.1623 0.000
H 0.260 4.935 -4.831 0.0244 -0.0954 0.1474 0.000
H -1.498 4.969 -3.080 0.1411 -0.1458 0.0650 0.000
H -1.321 3.527 -1.111 0.1870 -0.0588 0.0159 -0.002
H -1.929 0.501 0.667 0.1363 0.0225 -0.0429 0.003
H -3.483 1.336 2.349 0.1625 0.0783 -0.0617 0.000
H -2.953 3.379 3.657 0.1068 -0.0493 -0.1167 0.000
H -0.818 4.578 3.251 -0.0045 -0.1321 -0.1158 0.000
H 0.765 3.757 1.561 -0.0800 -0.1013 -0.0221 -0.008
H -1.756 -2.987 -1.095 0.1008 -0.0412 0.1268 0.000
H -3.701 -3.718 0.202 0.1619 0.0865 0.0576 0.000
H -3.804 -3.324 2.650 0.1317 0.0140 -0.0912 0.000
H -1.918 -2.184 3.794 0.0266 -0.0364 -0.1100 0.000
H 0.043 -1.440 2.515 -1.5668 -0.9918 -1.5431 -0.026
H 1.618 -0.981 -3.076 -0.0958 -0.1162 0.0831 0.000
H 1.959 -2.431 -5.028 -0.0570 -0.0308 0.1934 0.000
H 1.641 -4.885 -4.843 -0.0390 0.1130 0.1325 0.000
H 0.987 -5.881 -2.665 0.0098 0.2070 0.0324 0.000
H 0.630 -4.451 -0.706 -0.0400 0.1530 -0.1387 -0.001
H 3.030 -0.009 0.152 -0.6522 -0.1543 0.8633 -0.156
```
Positions in Å, forces in eV/Å.

Values from the calculation:
multiplicity: 3
electronic energy: -77327.3943 eV
highest occupied orbital energy (spin up / spin down): -11.3 / -11.3 eV
⟨S²⟩: 2.064
orbital gap (spin up / spin down): 7.66 / 8.26 eV
total charge: +1



4.
A structure of composition C31H36AgN4O4S2, computed with ωB97M-V/def2-TZVPD.

```
78
Properties=species:S:1:pos:R:3:forces:R:3:lowdin_charge:R:1
Ag -0.808 0.522 1.634 0.1315 0.2320 0.4082 0.750
O -0.248 0.777 4.091 0.1189 -0.0260 0.1208 -0.185
N 0.972 0.971 4.281 -0.1034 -0.0583 -0.0853 -0.060
N 1.749 0.360 3.437 -0.1449 0.0435 0.0159 -0.254
O 1.304 -0.391 2.456 -0.0832 -0.0810 -0.0593 -0.202
C 3.147 0.560 3.554 -0.0077 -0.0408 -0.0488 -0.172
C 3.697 1.265 4.623 0.0870 0.0374 -0.0137 -0.032
C 5.070 1.427 4.687 -0.0215 0.0066 0.0270 -0.105
C 5.899 0.891 3.708 0.0250 -0.0228 -0.0296 -0.119
C 5.337 0.184 2.656 0.0099 0.0020 0.0065 -0.092
C 3.963 0.012 2.571 -0.0227 0.0170 0.0887 -0.008
H 3.051 1.680 5.381 -0.0150 -0.0029 -0.0082 0.098
H 5.499 1.978 5.515 0.0009 -0.0007 0.0013 0.094
H 6.972 1.021 3.771 0.0008 0.0037 -0.0035 0.090
H 5.971 -0.243 1.888 0.0036 -0.0013 0.0005 0.096
H 3.499 -0.543 1.768 0.0057 0.0162 -0.0075 0.092
N -0.454 -2.514 3.265 0.1720 0.1291 0.0116 0.085
C -1.176 -2.234 2.152 0.0338 -0.0730 -0.1887 -0.938
S -2.784 -1.754 2.229 -0.0360 -0.0161 0.0354 0.604
N -0.552 -2.355 0.948 -0.1690 -0.1175 0.2157 0.050
C 0.805 -2.669 0.709 0.1167 0.0934 -0.0793 -0.246
C 1.501 -1.883 -0.206 0.1047 -0.0484 0.0821 -0.029
C 2.832 -2.154 -0.474 -0.0122 -0.0202 -0.0068 -0.094
C 3.483 -3.201 0.168 0.0154 0.0400 -0.0784 -0.110
C 2.779 -3.992 1.061 -0.0180 -0.0582 0.0643 -0.093
C 1.441 -3.741 1.328 -0.0287 0.0040 -0.0309 -0.036
H -0.927 -2.176 4.093 0.0042 -0.0187 -0.0610 0.080
H 0.497 -2.139 3.191 -0.0276 -0.0309 0.0400 0.080
H -1.039 -1.883 0.194 0.0102 -0.0169 -0.0653 0.082
H 0.995 -1.044 -0.665 0.0109 -0.0339 -0.0079 0.090
H 3.366 -1.527 -1.177 0.0125 -0.0007 -0.0156 0.102
H 4.530 -3.397 -0.029 0.0009 -0.0094 -0.0018 0.093
H 3.270 -4.820 1.558 0.0081 0.0015 0.0049 0.096
H 0.895 -4.365 2.021 -0.0262 0.0070 0.0213 0.108
O -1.007 -0.191 -0.950 -0.1149 -0.0670 -0.3634 -0.568
S -1.221 1.006 -1.829 0.2129 0.0838 0.0998 0.990
C -3.013 1.352 -1.891 -0.1306 0.0421 -0.0521 -0.273
C -3.870 0.146 -2.088 0.0633 0.0069 0.0020 -0.276
C -3.977 -0.783 -1.056 0.0034 -0.0056 -0.0203 -0.048
C -4.728 -1.935 -1.227 -0.0065 -0.0046 -0.0068 -0.073
C -5.395 -2.164 -2.424 -0.0053 -0.0294 0.0305 -0.103
C -5.307 -1.235 -3.452 0.0034 0.0114 0.0010 -0.101
C -4.542 -0.088 -3.284 -0.0051 -0.0417 -0.0428 -0.069
C -1.101 0.357 -3.538 -0.0830 -0.0234 -0.2636 -0.287
C 0.213 -0.302 -3.828 -0.0628 0.0706 0.0904 -0.281
C 1.283 0.429 -4.335 0.0211 -0.0050 0.0295 -0.047
C 2.487 -0.193 -4.628 -0.0191 0.0044 0.0113 -0.092
C 2.631 -1.556 -4.416 0.0658 -0.0248 0.0010 -0.105
C 1.575 -2.289 -3.895 0.0070 0.0123 0.0609 -0.089
C 0.374 -1.664 -3.598 0.0278 -0.0301 0.0196 -0.045
H -3.144 2.092 -2.685 0.0324 0.0016 -0.0011 0.098
H -3.173 1.825 -0.922 0.0876 -0.0221 0.0244 0.072
H -3.459 -0.611 -0.121 -0.0298 0.0025 -0.0162 0.041
H -4.783 -2.650 -0.416 -0.0064 -0.0040 0.0067 0.095
H -5.986 -3.062 -2.555 -0.0017 -0.0005 -0.0034 0.093
H -5.830 -1.406 -4.385 0.0003 0.0082 -0.0069 0.093
H -4.469 0.633 -4.091 0.0109 0.0126 0.0018 0.108
H -1.223 1.233 -4.182 -0.0824 0.0029 0.0633 0.097
H -1.920 -0.335 -3.728 -0.0542 -0.0363 0.0923 0.088
H 1.168 1.494 -4.501 -0.0037 0.0029 -0.0030 0.111
H 3.311 0.389 -5.021 0.0061 -0.0093 -0.0101 0.097
H 3.569 -2.046 -4.648 0.0045 0.0033 0.0083 0.097
H 1.693 -3.346 -3.695 0.0001 -0.0198 -0.0172 0.105
H -0.447 -2.229 -3.174 -0.0069 -0.0016 -0.0055 0.121
C -1.489 4.403 -0.321 0.0038 0.1142 -0.0205 -0.062
C -1.692 3.485 0.894 0.0462 0.1244 0.1412 -0.785
C -3.093 3.728 1.487 -0.0241 -0.0143 0.0252 -0.055
C -0.639 3.829 1.957 0.0222 -0.0672 0.0121 -0.068
O -1.573 2.171 0.484 -0.1744 0.0300 -0.2297 -0.419
H -1.555 5.465 -0.061 -0.0085 -0.0177 0.0345 0.073
H -2.250 4.198 -1.080 0.0105 -0.0382 -0.0018 0.061
H -0.507 4.214 -0.760 0.0042 -0.0154 -0.0008 0.074
H -3.171 4.680 2.021 0.0238 0.0354 -0.0337 0.069
H -3.315 2.918 2.185 0.0112 0.0187 0.0357 0.077
H -3.855 3.719 0.702 0.0224 -0.0649 -0.0135 0.067
H -0.690 4.874 2.281 -0.0238 0.0065 -0.0263 0.071
H 0.359 3.635 1.555 -0.0021 -0.0062 -0.0094 0.077
H -0.777 3.189 2.832 -0.0023 -0.0016 0.0034 0.057
```
Positions in Å, forces in eV/Å.

Values from the calculation:
electronic energy: -72550.8530 eV
highest occupied orbital energy: -4.6 eV
orbital gap: 7.06 eV
ΔE to the lowest compared entry with this formula, charge and spin: 59.0 kJ/mol
total charge: -1



5.
A structure of composition C27H23ClN6O3S5Ti in a non-equilibrium geometry, computed with ωB97M-V/def2-TZVPD.

```
66
Properties=species:S:1:pos:R:3:forces:R:3:mulliken_spin:R:1
Ti -0.266 0.534 0.235 1.4887 0.3448 -1.6416 0.383
C -0.435 -4.034 -4.353 0.1897 0.2266 0.1488 0.001
C 0.638 -3.092 -3.803 0.0831 0.0353 -0.1859 0.000
N 0.749 -3.147 -2.368 0.1255 -0.1172 -0.1943 0.010
C -0.023 -2.310 -1.569 -0.4432 -0.2156 0.2956 0.016
S -0.331 -2.911 -0.011 -0.2543 -0.4366 0.2215 0.022
N -0.449 -1.214 -2.136 0.5137 -0.3007 -1.3271 0.013
N -1.023 -0.242 -1.388 -0.9388 -0.2250 -0.9484 0.130
C -1.990 0.477 -1.974 -0.2445 -0.3234 -0.6585 0.136
C -2.401 0.185 -3.393 0.0626 -0.0057 0.4410 -0.021
C -2.523 1.524 -1.202 -0.1290 0.1198 0.3705 0.143
C -3.628 2.350 -1.533 0.0998 -0.1921 -0.0984 0.032
C -4.074 3.289 -0.647 0.2274 -0.0145 0.1684 0.027
C -3.404 3.449 0.584 -0.0268 -0.0375 -0.1195 0.126
C -2.317 2.647 0.843 -0.1606 0.3925 0.4759 -0.030
N -1.878 1.712 0.010 -1.4294 0.6298 -0.9455 0.121
H -0.567 -3.888 -5.422 -0.0207 -0.0432 -0.2039 0.000
H -0.151 -5.069 -4.170 -0.0424 -0.1593 -0.0129 0.000
H -1.381 -3.843 -3.855 -0.1556 0.0269 0.0691 0.000
H 1.610 -3.348 -4.244 -0.0642 0.1078 -0.0624 0.000
H 0.396 -2.055 -4.038 0.0996 -0.0663 -0.1735 0.000
H 0.808 -4.075 -1.970 -0.0183 0.2249 0.0679 -0.001
H -2.297 -0.883 -3.581 -0.0560 0.0694 -0.0474 0.008
H -3.422 0.503 -3.590 -0.0759 0.0314 -0.0127 0.000
H -1.731 0.714 -4.075 0.0383 -0.0095 -0.0836 0.014
H -4.120 2.227 -2.487 0.0181 -0.0449 -0.0401 0.014
H -4.926 3.914 -0.883 -0.0172 0.0009 -0.0715 0.004
H -3.716 4.200 1.292 0.0358 0.0268 0.1152 0.010
H -1.754 2.765 1.768 -0.0783 -0.0337 -0.1474 0.003
O 2.429 7.335 -0.303 -0.0107 0.6057 0.0711 0.000
C 2.331 6.133 -0.408 -0.0577 -0.4455 0.0281 0.001
S 0.883 5.295 -0.936 -0.0190 -0.2646 -0.0072 0.001
C 1.524 3.627 -0.927 0.5741 0.7806 0.3324 -0.006
C 2.816 3.496 -0.534 -0.4635 0.5368 0.0059 0.009
S 3.737 2.066 -0.517 0.8812 -0.1157 0.1235 0.006
S 3.621 5.008 -0.020 -0.0780 -0.3477 -0.1800 0.001
S 0.492 2.402 -1.546 -0.3467 -0.4187 -0.3185 0.014
Cl -2.184 -0.301 7.078 -0.0816 0.0302 0.3643 -0.003
C -1.931 -0.302 5.351 0.1072 0.0876 0.0149 -0.105
C -2.710 -1.147 4.568 0.0875 0.0249 -0.1256 0.207
C -2.475 -1.182 3.204 0.1624 0.1233 -0.1634 -0.089
C -1.503 -0.375 2.600 -0.3359 0.1429 1.7392 0.143
O -1.323 -0.443 1.320 -0.4564 -0.5768 0.7883 0.020
C -0.724 0.526 3.427 -0.4344 -0.4830 -0.3271 -0.004
C 0.233 1.378 2.850 0.2186 0.5497 1.8167 0.425
O 0.476 1.479 1.590 0.6037 0.9441 0.9632 0.047
C -0.964 0.517 4.825 0.0134 -0.0821 -0.3024 0.136
H -3.478 -1.762 5.010 -0.0019 -0.0554 0.1072 0.020
H -3.036 -1.849 2.564 -0.0193 0.0070 -0.0757 -0.004
H 0.810 2.030 3.526 -0.1299 -0.2000 -0.2813 -0.003
H -0.374 1.160 5.463 -0.0022 0.0247 0.0689 0.008
N 3.451 -0.924 -1.148 -0.4081 0.2107 -0.1232 0.002
C 2.345 -0.131 -1.165 0.1915 -0.2966 -0.5263 0.009
N 1.584 -0.312 -0.106 0.6120 -0.4333 -0.6137 -0.012
C 2.265 -1.189 0.706 0.8740 -0.5329 0.3098 0.021
C 1.936 -1.729 1.944 0.1365 0.1642 -0.1211 -0.018
C 2.811 -2.648 2.494 -0.0466 0.0316 0.1679 0.005
C 3.990 -3.019 1.852 0.1585 -0.0503 -0.0405 -0.001
C 4.340 -2.483 0.624 0.0126 0.0295 -0.0611 0.002
C 3.462 -1.575 0.058 -0.4681 -0.0958 0.7434 0.000
H 4.222 -0.833 -1.787 -0.1235 0.1082 0.0490 0.000
H 2.048 0.431 -2.034 0.0017 0.0905 0.1406 -0.005
H 1.017 -1.458 2.447 0.0043 -0.0353 -0.0226 0.011
H 2.576 -3.100 3.448 -0.0552 0.0008 0.0572 0.000
H 4.648 -3.742 2.319 0.0111 -0.0095 0.0286 0.000
H 5.258 -2.760 0.124 0.0612 -0.0620 -0.0296 0.000
```
Positions in Å, forces in eV/Å.

Values from the calculation:
multiplicity: 3
electronic energy: -133273.5894 eV
highest occupied orbital energy (spin up / spin down): -0.7 / -0.9 eV
⟨S²⟩: 2.047
orbital gap (spin up / spin down): 4.74 / 4.98 eV
ΔE to the lowest compared entry with this formula, charge and spin: 205.2 kJ/mol
total charge: -2



> Among the records above, which one has the lowest total charge?

C27H23ClN6O3S5Ti



> Which of these has the highest electronic energy?

C2H5FO



> Which of these has the highest electronic energy?

C2H5FO



> Look up the total charge of the fourth one.

-1